{
  "formula": "C25H30BrIN7O2Pb",
  "method": "ωB97M-V with the def2-TZVPD basis set",
  "species": ["Pb", "C", "C", "N", "C", "C", "N", "C", "C", "N", "C", "C", "N", "C", "C", "C", "C", "C", "C", "C", "N", "H", "H", "H", "H", "H", "H", "H", "H", "H", "H", "H", "H", "H", "H", "H", "H", "H", "H", "H", "H", "H", "H", "H", "Br", "C", "C", "C", "C", "C", "C", "C", "O", "O", "H", "H", "H", "H", "I", "C", "C", "N", "N", "C", "H", "H", "H"],
  "coordinates": [[0.138123, -0.104102, -0.626159], [-4.703875, -0.660750, -0.206550], [-3.285275, -0.179066, -0.277547], [-2.262562, -0.875539, -0.006523], [-2.258231, -2.212376, 0.561191], [-0.840771, -2.542189, 1.074499], [-0.232268, -1.314313, 1.612337], [0.997438, -1.400694, 2.423547], [2.219196, -0.841644, 1.691767], [1.851847, 0.481813, 1.173401], [2.825216, 1.225164, 0.369750], [2.213188, 2.587416, -0.013967], [0.822084, 2.413182, -0.410814], [-0.018440, 3.351875, -0.555709], [0.293070, 4.817437, -0.471980], [-1.456117, 2.953480, -0.822294], [-2.406336, 3.855410, -1.289133], [-3.704535, 3.406516, -1.477348], [-4.032212, 2.093486, -1.173467], [-3.029801, 1.254737, -0.699490], [-1.784221, 1.694407, -0.553557], [-4.787182, -1.552250, 0.410593], [-5.047462, -0.924011, -1.210145], [-5.373689, 0.103147, 0.184855], [-2.552751, -2.955299, -0.183244], [-2.972328, -2.273637, 1.389922], [-0.215045, -2.914524, 0.259374], [-0.912942, -3.331845, 1.828487], [-0.934311, -0.796133, 2.126010], [1.189637, -2.425417, 2.748073], [0.833404, -0.799479, 3.322646], [2.477569, -1.470136, 0.841639], [3.072840, -0.804849, 2.376757], [1.530874, 1.069236, 1.938000], [3.049168, 0.628026, -0.518452], [3.766141, 1.399967, 0.901065], [2.799242, 3.034986, -0.820098], [2.278170, 3.265330, 0.844854], [0.350923, 5.239926, -1.478305], [1.250491, 4.993988, 0.011796], [-0.482477, 5.356501, 0.070941], [-2.145577, 4.880218, -1.511150], [-4.462255, 4.080828, -1.852860], [-5.043107, 1.738412, -1.312357], [4.832467, -6.349778, -5.225586], [3.777702, -5.107702, -4.270209], [2.424729, -5.003450, -4.557898], [1.656878, -4.095253, -3.848856], [2.233179, -3.301747, -2.862306], [3.590424, -3.418062, -2.592762], [4.371877, -4.321309, -3.295851], [1.372118, -2.340600, -2.102720], [0.159636, -2.234469, -2.371315], [1.920537, -1.661426, -1.163644], [1.983272, -5.623811, -5.324982], [0.599912, -3.988194, -4.050393], [4.031680, -2.793590, -1.827933], [5.429303, -4.416426, -3.093238], [1.225997, 3.372100, 5.702233], [-0.165981, 2.525268, 4.457267], [-1.270358, 1.786065, 4.803589], [-1.865647, 1.436199, 3.642395], [-1.226014, 1.904417, 2.558905], [-0.194373, 2.571546, 3.050307], [-1.662999, 1.498007, 5.763830], [-2.728777, 0.933582, 3.528918], [0.489588, 3.081399, 2.389892]],
  "forces_ev_per_angstrom": [[-0.08, -0.17, -0.58], [0.00, -0.01, 0.02], [-0.01, 0.06, -0.05], [0.03, 0.14, 0.08], [-0.01, -0.03, -0.04], [-0.02, 0.02, 0.05], [0.00, -0.07, 0.02], [-0.04, -0.02, -0.01], [-0.03, 0.10, -0.08], [0.17, 0.12, 0.14], [-0.13, 0.05, -0.01], [-0.02, -0.02, -0.02], [-0.05, 0.11, 0.18], [-0.03, 0.01, -0.02], [0.00, 0.00, 0.01], [0.05, 0.01, -0.02], [-0.02, -0.01, -0.03], [0.01, 0.00, 0.00], [-0.01, 0.00, -0.03], [-0.01, -0.06, -0.04], [0.02, 0.07, 0.20], [0.00, 0.00, -0.01], [-0.01, 0.02, 0.00], [0.00, -0.01, 0.01], [0.00, 0.00, 0.00], [0.00, 0.01, 0.00], [-0.03, 0.00, -0.01], [0.02, -0.01, -0.01], [0.03, 0.10, -0.05], [0.01, -0.01, -0.03], [0.00, -0.06, 0.04], [0.07, -0.02, 0.03], [-0.03, 0.01, 0.04], [-0.09, -0.04, 0.00], [0.00, 0.02, -0.02], [0.02, -0.03, -0.03], [0.01, 0.01, 0.01], [0.01, 0.01, 0.00], [-0.02, 0.01, 0.00], [0.00, 0.00, 0.00], [0.01, 0.00, 0.01], [0.00, 0.00, 0.00], [0.00, 0.00, 0.00], [0.00, 0.00, 0.01], [0.03, -0.02, -0.03], [-0.03, 0.02, 0.01], [0.02, 0.01, 0.02], [0.02, 0.00, 0.00], [-0.10, 0.00, -0.12], [0.05, 0.01, 0.03], [-0.02, 0.01, 0.00], [-0.12, 0.10, 0.25], [-0.10, -0.13, 0.01], [0.44, -0.26, -0.01], [0.00, -0.01, 0.00], [0.00, 0.00, 0.00], [-0.01, -0.01, 0.00], [0.00, 0.00, 0.01], [0.08, 0.05, 0.07], [-0.10, -0.06, -0.07], [0.01, 0.00, 0.01], [0.06, -0.01, 0.01], [-0.09, -0.03, 0.06], [0.00, 0.01, -0.02], [0.00, 0.00, 0.00], [-0.01, 0.02, 0.00], [0.00, 0.01, 0.00]],
  "mulliken_charge": [1.4084, -1.7868, 0.3037, 0.2913, -0.8138, -0.8807, 0.0452, -1.0312, -0.4994, -0.1460, -0.9684, -0.7908, 0.0419, 0.5019, -1.8902, 0.5616, -0.7956, -0.7768, -0.9709, 0.6011, 0.4641, 0.4272, 0.3443, 0.4554, 0.4433, 0.5444, 0.2534, 0.5618, 0.0243, 0.3931, 0.4003, 0.1884, 0.5952, -0.0499, 0.3166, 0.5016, 0.4989, 0.4885, 0.4405, 0.3903, 0.4472, 0.5281, 0.4356, 0.4871, -0.1766, 0.0848, -0.5583, -0.2814, 0.1447, -0.2986, -0.5973, 0.6715, -0.8014, -0.7863, 0.4295, 0.4251, 0.3855, 0.4259, 0.1612, -0.8162, -0.2104, -0.1961, 0.1129, -0.5046, 0.4811, 0.1558, 0.7650],
  "homo_lumo_gap_ev": 7.43,
  "homo_energy_ev": -10.4,
  "charge": 1
}

=====

{
  "formula": "C25H30BrN6OS2V",
  "method": "ωB97M-V with the def2-TZVPD basis set",
  "species": ["V", "C", "C", "N", "C", "C", "C", "C", "C", "C", "C", "N", "C", "C", "N", "N", "H", "H", "H", "H", "H", "H", "H", "H", "H", "H", "H", "H", "H", "H", "H", "H", "H", "H", "Br", "C", "C", "C", "C", "C", "C", "N", "C", "C", "C", "C", "C", "C", "N", "H", "H", "H", "H", "H", "H", "H", "H", "H", "C", "O", "C", "S", "S", "H", "H", "H"],
  "coordinates": [[0.081304, -0.065922, 0.125034], [-1.503030, -2.648173, -0.411981], [-1.746003, -2.360058, 1.064313], [-0.581367, -1.634192, 1.572116], [-0.823055, -1.042724, 2.881360], [-1.599350, 0.214703, 2.657077], [-2.392957, 0.772291, 3.644898], [-3.132934, 1.904058, 3.348116], [-3.042362, 2.424967, 2.071281], [-2.212624, 1.811238, 1.139975], [-2.090356, 2.379347, -0.241274], [-1.371019, 1.470894, -1.131480], [-2.218818, 0.663190, -2.010841], [-2.523342, -0.672869, -1.354223], [-1.265921, -1.376980, -1.098507], [-1.497719, 0.725315, 1.425691], [-2.356896, -3.184680, -0.847002], [-0.617580, -3.283607, -0.509101], [-1.914650, -3.302163, 1.601960], [-2.635454, -1.740622, 1.200223], [0.165232, -2.319958, 1.679556], [0.134586, -0.799514, 3.353733], [-1.365291, -1.721262, 3.555730], [-2.426488, 0.324724, 4.623176], [-3.782056, 2.349443, 4.082016], [-3.601706, 3.301295, 1.790494], [-1.540260, 3.324812, -0.156153], [-3.091546, 2.622438, -0.626662], [-0.799182, 2.051021, -1.741178], [-1.674344, 0.494394, -2.947779], [-3.157437, 1.179225, -2.253763], [-3.193421, -1.255277, -1.999275], [-3.029576, -0.495798, -0.403832], [-0.842632, -1.577602, -2.006101], [3.407337, -5.947887, 3.613127], [2.836172, -4.580569, 2.436846], [2.487725, -4.890369, 1.126123], [2.061372, -3.892840, 0.272676], [1.962159, -2.567338, 0.716883], [2.330642, -2.266577, 2.037827], [2.756880, -3.265135, 2.887812], [1.534536, -1.528539, -0.123113], [2.035934, -1.487967, -1.317029], [1.857066, -0.282061, -2.053663], [2.482037, -0.012345, -3.276176], [2.512130, 1.291063, -3.736383], [2.005816, 2.288007, -2.909581], [1.376779, 1.932414, -1.723562], [1.200270, 0.665245, -1.342608], [2.560391, -5.911189, 0.786338], [1.779729, -4.141477, -0.742262], [2.301218, -1.238016, 2.371063], [3.046332, -3.036779, 3.899874], [2.734323, -2.244346, -1.670244], [2.941407, -0.814569, -3.832133], [2.967472, 1.537096, -4.681975], [2.107987, 3.329877, -3.168314], [1.001309, 2.698538, -1.052325], [3.824199, 4.095626, 2.361774], [2.805094, 3.103326, 2.396335], [2.655190, 2.279273, 1.394208], [3.606792, 2.223503, 0.042368], [1.322306, 1.221651, 1.680570], [3.647672, 4.719026, 3.235574], [3.748937, 4.686061, 1.444280], [4.818084, 3.643468, 2.416808]],
  "forces_ev_per_angstrom": [[-2.16, 0.42, 0.98], [-0.22, -0.47, 0.45], [-0.37, -0.35, -0.45], [0.42, -0.21, 0.14], [-0.02, 0.12, 0.54], [-0.32, -0.13, 0.63], [0.16, -0.02, -0.26], [0.17, -0.11, -0.22], [0.18, -0.16, -0.12], [-0.47, 0.44, 0.12], [-0.18, 0.23, 0.28], [0.63, 0.13, 0.02], [-0.34, -0.43, -0.09], [-0.45, 0.52, -0.40], [0.36, 0.14, -0.28], [-0.11, 0.00, -0.11], [0.16, 0.06, 0.06], [-0.09, 0.08, -0.06], [0.07, 0.20, 0.02], [0.05, -0.09, 0.02], [-0.10, 0.13, 0.07], [-0.05, -0.05, -0.08], [0.10, 0.11, -0.16], [-0.04, -0.13, 0.14], [-0.06, 0.12, 0.15], [-0.11, 0.12, -0.08], [-0.02, -0.14, -0.12], [0.22, -0.01, 0.03], [-0.18, -0.19, 0.21], [-0.09, 0.03, 0.09], [0.20, -0.07, -0.03], [0.09, -0.01, 0.14], [-0.02, -0.08, -0.09], [-0.03, 0.03, 0.12], [-0.12, 0.29, -0.26], [-0.03, -0.06, 0.07], [0.19, -0.11, 0.31], [-0.23, 0.52, -0.04], [0.65, -1.23, 0.91], [-0.12, 0.13, -0.49], [0.13, -0.40, 0.00], [0.88, -0.03, -1.64], [0.23, -0.76, 1.06], [0.12, 1.06, -1.15], [-0.31, -0.45, 0.73], [-0.23, 0.55, 0.36], [0.06, -0.39, -0.37], [0.02, 0.13, 0.09], [1.08, 0.45, -1.61], [-0.03, -0.08, -0.08], [-0.03, -0.07, -0.06], [0.00, 0.08, 0.02], [0.05, 0.09, 0.13], [-0.07, 0.01, 0.02], [0.11, -0.09, 0.00], [0.07, 0.01, -0.09], [-0.02, 0.09, 0.01], [-0.08, -0.10, -0.09], [0.56, 0.54, -0.09], [-0.45, -0.20, 0.28], [0.60, -0.29, -0.97], [0.39, 0.23, 0.33], [-0.58, 0.09, 0.98], [0.00, -0.08, -0.08], [0.01, -0.10, 0.15], [-0.19, -0.04, -0.05]],
  "mulliken_spin": [1.9755, 0.0052, 0.0122, -0.0268, -0.0016, 0.0215, -0.0009, 0.0029, -0.0009, 0.0184, 0.0067, -0.0063, 0.0020, 0.0081, -0.0231, -0.0679, -0.0001, 0.0012, -0.0005, -0.0042, -0.0044, 0.0016, 0.0016, 0.0004, -0.0001, 0.0002, -0.0017, -0.0003, 0.0024, -0.0015, -0.0017, 0.0023, -0.0013, 0.0063, -0.0005, -0.0032, 0.0019, -0.0061, 0.0095, -0.0036, 0.0017, -0.0264, 0.0461, 0.0432, 0.0054, 0.0151, -0.0023, 0.0436, -0.0714, 0.0000, 0.0000, -0.0044, 0.0000, -0.0012, -0.0001, 0.0000, 0.0006, -0.0037, -0.0015, 0.0029, 0.0148, 0.0282, -0.0145, 0.0000, 0.0003, 0.0003],
  "homo_lumo_gap_ev": [6.13, 5.85],
  "homo_energy_ev": [-13.0, -13.0],
  "s_squared": 2.02,
  "charge": 2,
  "spin_multiplicity": 3
}

=====

{
  "formula": "C25H30CaClF6N5O5S7",
  "method": "ωB97M-V with the def2-TZVPD basis set",
  "species": ["Ca", "F", "C", "F", "F", "S", "O", "O", "N", "S", "O", "O", "C", "F", "F", "F", "C", "C", "C", "N", "H", "H", "H", "H", "H", "C", "S", "C", "C", "S", "S", "C", "S", "S", "H", "H", "H", "C", "C", "C", "C", "C", "O", "C", "C", "C", "C", "C", "C", "Cl", "C", "C", "C", "N", "C", "N", "C", "N", "H", "H", "H", "H", "H", "H", "H", "H", "H", "H", "H", "H", "H", "H", "H", "H", "H", "H", "H", "H", "H", "H"],
  "coordinates": [[-1.417306, -1.698983, 0.089245], [-2.391522, -1.402187, 5.528669], [-2.972491, -1.764121, 4.391584], [-3.706575, -0.761058, 3.941905], [-3.740580, -2.822955, 4.608282], [-1.625721, -2.206296, 3.168265], [-1.484510, -1.010841, 2.329421], [-0.494751, -2.585026, 3.946681], [-2.115022, -3.427849, 2.301981], [-3.384447, -3.440870, 1.363680], [-2.925785, -3.529221, -0.017922], [-4.364795, -2.440660, 1.664622], [-4.129482, -5.088074, 1.715741], [-3.237624, -6.045355, 1.511994], [-5.160528, -5.252167, 0.898049], [-4.546648, -5.125559, 2.973413], [-6.435023, 1.076236, -1.084473], [-5.039644, 1.694927, -0.971371], [-4.020986, 0.683974, -0.708140], [-3.218004, -0.106538, -0.508194], [-7.167502, 1.863691, -1.250551], [-6.699417, 0.541357, -0.173847], [-6.480576, 0.378759, -1.919372], [-4.989131, 2.426501, -0.163509], [-4.751962, 2.203894, -1.892583], [-0.839441, 2.036783, -4.567535], [-2.309789, 1.665093, -3.582699], [-2.302775, -0.086268, -3.620702], [-1.404653, -0.882428, -3.005792], [-0.039327, -0.453129, -2.025834], [-1.715100, -2.600366, -3.184074], [-3.234615, -2.513550, -4.033311], [-4.129998, -3.819195, -4.434784], [-3.638940, -0.880076, -4.432246], [-0.746676, 3.121881, -4.590764], [-0.955653, 1.661587, -5.581248], [0.038280, 1.603068, -4.093021], [3.239210, 0.416297, -1.243496], [4.387187, 0.627881, -0.246298], [4.739788, 2.121295, -0.290284], [5.594939, -0.173150, -0.752910], [4.071188, 0.222973, 1.234780], [5.221690, 0.515306, 2.042172], [2.899642, 0.971094, 1.924975], [1.473027, 1.055703, 1.325426], [1.060697, 2.398740, 0.761525], [0.348076, 2.467336, -0.433080], [-0.078694, 3.682998, -0.947167], [0.204934, 4.847008, -0.255836], [-0.318591, 6.377447, -0.895306], [0.895365, 4.808503, 0.944467], [1.313653, 3.585428, 1.445054], [4.005519, -1.300506, 1.501254], [2.867404, -1.997430, 0.938421], [1.611782, -1.998692, 1.367925], [0.840720, -2.642755, 0.507598], [1.728722, -3.084551, -0.429086], [2.966765, -2.730884, -0.195916], [3.636122, 0.551061, -2.252186], [2.446842, 1.149188, -1.123526], [2.810789, -0.581301, -1.212923], [4.914063, 2.412995, -1.327269], [5.657936, 2.355673, 0.254937], [3.928331, 2.746835, 0.088684], [5.956961, 0.274485, -1.680194], [5.321280, -1.204674, -0.978879], [6.413002, -0.171594, -0.032026], [5.404467, 1.458644, 1.979791], [3.260216, 1.987441, 2.097786], [2.840583, 0.529140, 2.922730], [0.764732, 0.815686, 2.124997], [1.310315, 0.306105, 0.553398], [0.114217, 1.558171, -0.979827], [-0.626521, 3.724253, -1.878951], [1.096438, 5.725596, 1.480932], [1.837018, 3.567288, 2.393955], [3.989861, -1.439952, 2.581808], [4.897619, -1.781203, 1.114260], [1.286671, -1.514271, 2.273897], [1.444776, -3.654609, -1.297151]],
  "forces_ev_per_angstrom": [[0.47, 0.36, -0.98], [-0.03, 0.01, -0.02], [0.06, 0.04, -0.02], [-0.03, 0.01, 0.00], [0.01, -0.01, 0.04], [-0.04, -0.02, 0.05], [0.00, -0.15, 0.10], [-0.02, 0.02, 0.00], [-0.02, -0.02, 0.10], [-0.23, -0.07, 0.08], [-0.13, 0.07, 0.24], [-0.01, -0.11, 0.00], [0.07, -0.02, 0.00], [-0.03, 0.00, 0.00], [0.02, -0.01, 0.03], [0.00, -0.01, -0.02], [0.00, -0.01, -0.01], [-0.02, -0.06, -0.02], [0.05, 0.09, -0.01], [0.03, -0.16, 0.21], [0.00, 0.00, 0.00], [0.00, 0.01, 0.00], [0.00, 0.00, 0.00], [0.01, -0.01, 0.00], [0.00, 0.02, -0.01], [0.00, 0.00, 0.00], [0.00, 0.01, 0.00], [0.01, -0.02, 0.03], [-0.01, -0.04, -0.05], [-0.07, -0.48, -0.17], [-0.04, 0.02, 0.03], [-0.02, -0.02, 0.02], [0.01, 0.02, 0.00], [-0.01, 0.02, -0.02], [0.00, 0.01, 0.00], [0.00, 0.00, 0.00], [0.01, 0.00, 0.00], [0.06, 0.02, 0.06], [-0.01, -0.03, 0.00], [0.00, 0.04, 0.01], [0.00, 0.00, 0.03], [0.00, -0.02, -0.01], [0.04, 0.02, 0.06], [-0.04, 0.02, -0.06], [0.02, 0.02, 0.03], [0.01, 0.12, 0.01], [0.02, 0.07, 0.08], [0.04, 0.04, 0.04], [0.02, -0.03, 0.02], [-0.01, 0.03, -0.01], [-0.01, 0.03, -0.01], [0.03, -0.02, 0.02], [0.00, 0.10, -0.09], [0.07, -0.28, 0.12], [-0.04, 0.16, -0.09], [-0.18, -0.18, 0.11], [0.03, 0.06, 0.01], [-0.07, 0.15, -0.07], [0.01, 0.00, 0.00], [-0.05, 0.04, 0.03], [0.00, -0.03, 0.02], [0.00, 0.00, 0.01], [0.01, 0.01, -0.02], [0.00, 0.00, -0.01], [0.00, 0.00, 0.00], [-0.01, -0.02, 0.00], [0.00, 0.00, -0.01], [-0.01, -0.03, 0.02], [-0.03, 0.00, -0.03], [0.02, 0.02, 0.01], [-0.01, -0.02, 0.00], [0.04, 0.01, -0.05], [0.02, 0.31, 0.12], [-0.02, -0.02, 0.00], [0.00, 0.00, 0.00], [0.01, 0.01, 0.00], [0.00, 0.04, 0.00], [0.01, -0.02, 0.00], [0.01, -0.03, 0.03], [0.00, -0.03, 0.01]],
  "mulliken_charge": [1.7115, -0.2102, 0.4822, -0.1867, -0.1978, 1.1757, -0.6595, -0.6810, -0.4667, 1.3126, -0.7384, -0.5836, 0.4262, -0.1864, -0.1894, -0.1810, -1.1717, -0.0502, -0.2273, -0.1649, 0.3614, 0.3248, 0.3237, 0.3113, 0.1454, -0.8582, -0.0366, 0.0972, -0.4421, -0.2344, 0.1765, 0.0397, -0.2103, -0.1371, 0.3671, 0.4019, 0.1464, -1.7649, 2.7453, -2.0899, -2.2593, 2.1226, -0.6985, -2.2653, 1.4092, -0.5749, 0.3760, -1.2210, 0.3480, -0.2533, -0.9806, -0.2300, -2.7409, 1.2433, -0.4727, -0.2618, -0.4781, -0.9057, 0.6434, 0.2627, 0.1227, 0.4799, 0.5724, 0.3136, 0.5081, 0.3928, 0.3959, 0.5975, 0.7565, 0.2141, 0.5696, -0.4612, 0.2841, 0.3442, 0.4333, 0.4429, 0.4728, 0.3668, 0.7297, 0.5203],
  "homo_lumo_gap_ev": 7.59,
  "homo_energy_ev": -7.6
}